[1]
{
  "formula": "C2HN5O",
  "method": "ωB97M-V/def2-TZVPD",
  "symbols": ["O", "C", "N", "C", "N", "N", "N", "N", "H"],
  "coordinates": [[-2.25644, -0.32294, 0.72652], [-1.19745, -0.19810, 0.10414], [-0.73329, 1.05013, -0.20898], [0.52557, 1.09778, -0.31950], [1.32262, 0.27159, 0.61498], [1.20805, -1.00599, 0.79186], [0.52435, -1.57382, -0.39149], [-0.65065, -1.33515, -0.63286], [1.25722, 2.01651, -0.68465]],
  "forces_ev_per_angstrom": [[2.763, -0.160, -1.046], [-5.518, -1.148, 2.042], [1.165, 0.709, -1.933], [3.364, 1.609, 1.538], [-0.143, -2.653, 0.260], [-0.857, 4.248, -2.702], [0.749, -2.094, 0.676], [0.960, 1.820, 0.468], [-2.483, -2.331, 0.697]],
  "smiles": "O=c1ncnnnn1",
  "charge": 0,
  "energy_ha": -425.64606,
  "lumo_ev": -1.873
}

=====

[2]
{
  "formula": "C2HN6",
  "method": "ωB97M-V/def2-TZVPD",
  "symbols": ["C", "C", "N", "N", "N", "N", "N", "N", "H"],
  "coordinates": [[0.00933, 0.03491, 0.00391], [-1.38795, -1.62752, -0.01097], [-0.68008, -0.85448, 0.74291], [-0.08146, 0.06919, -1.32624], [-1.57174, -1.62957, -2.46521], [-2.16281, -2.51716, -0.47907], [-2.26454, -2.51929, -1.82381], [-0.89341, -0.87981, -1.68745], [0.66649, 0.73317, 0.50712]],
  "forces_ev_per_angstrom": [[0.113, 0.143, 0.073], [1.497, 2.214, -4.534], [-0.231, -0.416, 0.934], [0.735, 0.827, -1.106], [0.743, 1.112, -1.668], [-0.192, -0.339, 1.145], [-0.758, -0.889, -0.389], [-1.833, -2.681, 5.728], [-0.074, 0.028, -0.184]],
  "charge": -1,
  "energy_ha": -405.26456,
  "lumo_ev": 4.532
}

=====

[3]
{
  "formula": "C2HN6",
  "method": "ωB97M-V/def2-TZVPD",
  "symbols": ["C", "C", "N", "N", "N", "N", "N", "N", "H"],
  "coordinates": [[0.85043, 1.34615, -0.89355], [-0.22971, -0.28742, -0.29593], [0.02092, 0.43975, -1.43690], [1.08595, 1.14350, 0.43121], [-1.13659, -1.78575, 2.11985], [-1.06021, -1.43875, -0.15803], [-1.18702, -1.63604, 1.01023], [0.40853, 0.08017, 0.81364], [1.24769, 2.13838, -1.59053]],
  "forces_ev_per_angstrom": [[0.344, 0.204, 0.077], [0.551, 0.148, -0.739], [-0.853, -1.398, 1.882], [1.788, 2.662, -1.213], [-0.772, -0.511, 0.800], [-0.546, 0.394, -3.001], [0.213, -0.955, 2.155], [-0.598, 0.175, -1.410], [-0.126, -0.718, 1.449]],
  "charge": -1,
  "energy_ha": -405.32830,
  "lumo_ev": 4.823
}

=====

[4]
{
  "formula": "C2HNO",
  "method": "ωB97M-V/def2-TZVPD",
  "symbols": ["N", "C", "C", "O", "H"],
  "coordinates": [[-1.93525, -0.19544, 0.13847], [-0.82089, -0.14563, -0.09281], [0.59278, 0.05700, -0.04832], [1.02540, 0.53207, 0.96284], [1.13796, -0.24800, -0.96018]],
  "forces_ev_per_angstrom": [[-1.253, -0.229, -0.160], [-0.576, -0.009, 0.168], [0.634, 0.021, -0.172], [0.822, 0.002, -0.247], [0.373, 0.215, 0.410]],
  "smiles": "N#CC=O",
  "charge": 0,
  "energy_ha": -206.75773,
  "lumo_ev": -0.830
}

=====

[5]
{
  "formula": "C2HNO",
  "method": "ωB97M-V/def2-TZVPD",
  "symbols": ["C", "C", "N", "O", "H"],
  "coordinates": [[-1.22412, 0.20006, 0.99409], [1.66426, -0.75364, -1.68946], [-0.30577, 0.14683, 0.28347], [1.88539, 0.30367, -1.24726], [-2.01975, 0.10307, 1.65917]],
  "forces_ev_per_angstrom": [[2.615, -0.443, -1.918], [0.994, 4.394, 1.782], [-2.169, 0.302, 1.582], [-0.544, -4.393, -2.113], [-0.896, 0.140, 0.668]],
  "charge": 0,
  "energy_ha": -206.76216,
  "lumo_ev": 0.984
}

=====

[6]
{
  "formula": "C2HNO2",
  "method": "ωB97M-V/def2-TZVPD",
  "symbols": ["N", "C", "C", "O", "O", "H"],
  "coordinates": [[0.31331, -0.09534, 2.08303], [0.11760, 0.19724, 0.99531], [-0.04627, 0.45477, -0.40548], [-0.04139, 1.56442, -0.83042], [-0.06719, -0.66422, -1.19704], [-0.27606, -1.45687, -0.64539]],
  "forces_ev_per_angstrom": [[0.008, 0.003, 0.484], [-0.018, -0.586, 0.816], [0.352, -0.231, -1.652], [-0.161, -0.093, -0.295], [-0.546, 0.183, 1.197], [0.365, 0.724, -0.550]],
  "smiles": "N#CC(=O)O",
  "charge": 0,
  "energy_ha": -282.02928,
  "lumo_ev": -0.286
}

=====

[7]
{
  "formula": "C2HNO2",
  "method": "ωB97M-V/def2-TZVPD",
  "symbols": ["N", "C", "C", "O", "O", "H"],
  "coordinates": [[2.14491, 0.03913, 0.00377], [1.00892, -0.13225, -0.01774], [-0.46912, -0.15399, 0.02964], [-1.14228, -1.10045, -0.00670], [-0.90653, 1.15185, -0.00121], [-1.86269, 1.03237, -0.03449]],
  "forces_ev_per_angstrom": [[-0.341, -0.305, -0.096], [0.269, 0.356, 0.369], [1.602, 3.196, -0.679], [-1.441, -2.098, 0.191], [0.389, -1.566, 0.208], [-0.479, 0.417, 0.007]],
  "smiles": "N#CC(=O)O",
  "charge": 0,
  "energy_ha": -282.03325,
  "lumo_ev": -0.058
}

=====

[8]
{
  "formula": "C2HNO2S",
  "method": "ωB97M-V/def2-TZVPD",
  "symbols": ["C", "C", "N", "O", "O", "S", "H"],
  "coordinates": [[-1.49099, 0.08639, 0.09044], [1.43588, -0.09700, -0.00983], [0.62644, 0.89388, 0.30596], [1.28772, -1.32122, -0.17613], [2.54861, 0.59045, -0.08678], [-2.93413, 0.83912, -0.09647], [-1.47352, -0.99162, -0.02719]],
  "forces_ev_per_angstrom": [[1.803, 0.912, 0.431], [1.157, 0.460, -0.110], [-2.960, 0.481, 0.061], [-0.220, -0.844, -0.183], [0.532, -0.531, -0.022], [-0.223, -0.025, -0.039], [-0.089, -0.453, -0.137]],
  "charge": -2,
  "energy_ha": -680.03578,
  "lumo_ev": 5.840
}

=====

[9]
{
  "formula": "C2HNO2S",
  "method": "ωB97M-V/def2-TZVPD",
  "symbols": ["C", "C", "N", "O", "O", "S", "H"],
  "coordinates": [[0.12446, -0.40592, 0.02572], [1.48361, -0.32436, 0.15187], [-0.35823, 0.93111, 0.07661], [-0.70058, -1.34534, -0.02399], [-1.63612, 0.90554, 0.02706], [2.91653, 0.19396, 0.04801], [-1.82967, 0.04502, -0.30528]],
  "forces_ev_per_angstrom": [[-2.710, -0.096, 0.250], [1.402, 0.868, -0.390], [2.597, 0.113, 0.527], [1.050, 0.141, -0.340], [-0.957, 2.215, -0.030], [-0.231, -0.580, 0.221], [-1.150, -2.661, -0.238]],
  "charge": 0,
  "energy_ha": -680.07470,
  "lumo_ev": [-1.719, -1.634]
}

=====

[10]
{
  "formula": "C2HNO3",
  "method": "ωB97M-V/def2-TZVPD",
  "symbols": ["O", "C", "O", "C", "N", "O", "H"],
  "coordinates": [[0.05545, -1.39440, 1.78570], [-0.07468, -0.66801, 0.92115], [0.78108, -0.47316, -0.05717], [0.33206, 0.47904, -0.91855], [-0.85635, 0.94875, -0.73908], [-1.19506, 0.09018, 0.50313], [0.95751, 1.01760, -1.49519]],
  "forces_ev_per_angstrom": [[0.053, -2.461, 3.840], [-3.373, 3.328, -4.258], [2.835, 1.043, -2.546], [-3.008, -0.309, 2.588], [1.297, -3.133, 2.811], [-0.221, 0.655, -0.113], [2.417, 0.877, -2.322]],
  "smiles": "O=c1ocno1",
  "charge": 0,
  "energy_ha": -357.21733,
  "lumo_ev": 0.598
}

=====

[11]
{
  "formula": "C2HNO4",
  "method": "ωB97M-V/def2-TZVPD",
  "symbols": ["O", "C", "N", "O", "H", "O", "C", "O"],
  "coordinates": [[0.79576, 0.33527, 1.82335], [-0.37653, 0.45808, 1.56487], [-1.34426, -0.37076, 1.39312], [-2.44569, -0.66851, 1.75844], [-0.55390, 1.50034, 1.12268], [1.93103, -1.26818, -3.02670], [1.31162, -0.41903, -2.55572], [0.68197, 0.43280, -2.08003]],
  "forces_ev_per_angstrom": [[0.409, -1.515, 0.855], [3.227, 5.297, -0.061], [-3.350, -3.476, -1.488], [0.976, 0.702, 0.476], [-1.248, -1.014, 0.184], [0.340, -0.428, -0.262], [-0.439, 0.537, 0.363], [0.085, -0.103, -0.067]],
  "smiles": "O=CN=O.O=C=O",
  "charge": 0,
  "energy_ha": -432.41262,
  "lumo_ev": [-1.883, -1.804]
}

=====

[12]
{
  "formula": "C2HNO4S",
  "method": "ωB97M-V/def2-TZVPD",
  "symbols": ["C", "C", "N", "O", "O", "O", "O", "S", "H"],
  "coordinates": [[-1.02219, 0.77517, -0.02310], [-0.28338, -1.34446, -0.19939], [-1.17785, -0.33875, -0.54594], [1.01388, -0.98019, -0.34914], [2.12659, 1.35295, -0.33146], [0.04040, 0.98119, 0.90818], [-0.61107, -2.37409, 0.33609], [1.58626, 0.41420, 0.57682], [-1.67263, 1.51399, -0.37208]],
  "forces_ev_per_angstrom": [[2.216, -1.359, 0.682], [-0.554, -0.850, 2.200], [-0.305, -1.008, -0.799], [1.273, 0.912, 0.262], [0.697, 0.115, -0.635], [-1.028, 0.269, -0.426], [0.353, 0.791, -1.213], [-2.187, -0.865, -0.532], [-0.465, 1.995, 0.461]],
  "charge": 0,
  "energy_ha": -830.66964,
  "lumo_ev": -0.316
}

=====

Energy above the lowest of the compared OMol25 structures with the same formula, charge and spin (computed, kJ/mol): 346.3; 221.5; 54.2; 40.1; 28.4; 67.8; 57.4; 529.2; 486.6; 197.8; 263.6; 124.2